DFT (ωB97M-V with the def2-TZVPD basis set) results for a cluster of 2 separate species, C3H4ClIO2S in total in a non-equilibrium geometry.

Total charge ... 0
HOMO level ... -8.7 eV
Strongest force on any atom ... 0.049 hartree/bohr
Relative energy (zero: lowest compared OMol25 entry of this formula, charge and spin) ... 0.00 kcal per mole
Frontier orbital gap ... 6.6043 eV

The geometry in XYZ format:
```
12
C3H4ClIO2S | the Open Molecules 2025 dataset | ωB97M-V with the def2-TZVPD basis set
C 1.353 0.886 -0.153
C -0.597 -0.240 -0.435
C 2.476 1.329 0.722
O 1.315 1.059 -1.352
O 0.351 0.214 0.512
S 3.378 -1.183 0.454
Cl 3.578 2.400 0.127
I 5.341 -0.455 -0.548
H -1.426 -0.849 -0.011
H 0.103 -0.609 -1.280
H -1.012 0.674 -0.737
H 2.484 1.275 1.764
```

Charges computed using Mulliken, reported in e:
1 C 0.74
2 C -0.56
3 C -0.43
4 O -0.57
5 O -0.33
6 S -0.19
7 Cl 0.00
8 I 0.13
9 H 0.23
10 H 0.26
11 H 0.29
12 H 0.44



DFT (ωB97M-V with the def2-TZVPD basis set) results for the molecule C3H4ClN in a non-equilibrium geometry.

Total charge ... 0
HOMO level ... -9.8 eV
Strongest force on any atom ... 0.095 hartree/bohr
SMILES ... C#CCNCl
Relative energy (zero: lowest compared OMol25 entry of this formula, charge and spin) ... 73.04 kcal per mole
Frontier orbital gap ... 10.2398 eV

The geometry in XYZ format:
```
9
C3H4ClN | the Open Molecules 2025 dataset | ωB97M-V with the def2-TZVPD basis set
C 1.747 -0.197 -1.252
C 1.000 0.113 -0.357
C -0.030 0.287 0.648
N -1.057 -0.541 0.149
Cl -2.622 -0.520 1.094
H 2.355 -0.050 -2.008
H -0.417 1.243 0.865
H 0.453 -0.130 1.599
H -1.430 -0.206 -0.738
```

Charges computed using Mulliken, reported in e:
1 C 0.03
2 C -0.53
3 C -0.26
4 N -0.46
5 Cl -0.16
6 H 0.47
7 H 0.36
8 H 0.22
9 H 0.33



DFT (ωB97M-V with the def2-TZVPD basis set) results for the molecule C3H4ClN3O in a non-equilibrium geometry.

Total charge ... 0
HOMO level ... -8.2 eV
Strongest force on any atom ... 0.060 hartree/bohr
SMILES ... Nc1[nH]c(=O)[nH]c1Cl
Relative energy (zero: lowest compared OMol25 entry of this formula, charge and spin) ... 0.00 kcal per mole
Frontier orbital gap ... 8.7845 eV

The geometry in XYZ format:
```
12
C3H4ClN3O | the Open Molecules 2025 dataset | ωB97M-V with the def2-TZVPD basis set
C -0.446 -0.475 0.048
C 0.634 1.355 -0.807
C 0.475 -0.112 0.963
H -1.018 -2.303 -0.605
H -1.621 -1.889 0.895
H -1.068 0.474 -1.707
H 1.685 1.686 0.939
N -1.378 -1.519 -0.015
N -0.317 0.383 -1.034
N 1.254 0.921 0.344
O 0.847 2.393 -1.434
Cl 0.953 -0.914 2.412
```

Charges computed using Mulliken, reported in e:
1 C 0.23
2 C 0.29
3 C 0.02
4 H 0.26
5 H 0.27
6 H 0.26
7 H 0.28
8 N -0.56
9 N -0.07
10 N -0.18
11 O -0.63
12 Cl -0.19



DFT (ωB97M-V with the def2-TZVPD basis set) results for a cluster of 2 separate species, C3H4ClN3O in total in a non-equilibrium geometry.

Total charge ... 0
HOMO level ... -8.1 eV
Strongest force on any atom ... 0.109 hartree/bohr
Relative energy (zero: lowest compared OMol25 entry of this formula, charge and spin) ... 92.70 kcal per mole
Frontier orbital gap ... 8.4523 eV

The geometry in XYZ format:
```
12
C3H4ClN3O | the Open Molecules 2025 dataset | ωB97M-V with the def2-TZVPD basis set
C -0.753 -1.040 -0.110
C -1.695 0.006 0.054
C 0.393 0.993 -0.104
H 2.833 -0.122 -0.324
H 1.878 -1.241 1.166
H -0.773 -2.072 -0.223
H -1.244 2.090 -0.271
N 1.804 -1.108 -0.040
N 0.514 -0.422 -0.158
N -0.959 1.175 -0.067
O 1.411 1.641 0.070
Cl -3.409 0.101 0.007
```

Charges computed using Mulliken, reported in e:
1 C -0.30
2 C 0.08
3 C 0.29
4 H 0.35
5 H 0.27
6 H 0.50
7 H 0.21
8 N -0.84
9 N 0.31
10 N -0.05
11 O -0.65
12 Cl -0.17